1.
{
  "formula": "C12H21ClLiN5O4Se2",
  "method": "ωB97M-V/def2-TZVPD",
  "symbols": ["Li", "C", "Se", "C", "C", "Se", "C", "H", "H", "H", "H", "H", "H", "H", "H", "H", "H", "N", "N", "C", "N", "N", "N", "O", "O", "H", "H", "H", "H", "H", "Cl", "C", "C", "C", "C", "C", "C", "C", "H", "H", "H", "H", "H", "H", "O", "O"],
  "positions_angstrom": [[-0.937, 0.167, 0.284], [-0.063, 0.989, 4.410], [0.399, -0.108, 2.878], [2.139, 0.717, 2.573], [2.912, -0.029, 1.482], [3.051, 1.026, -0.155], [3.378, -0.464, -1.348], [-0.152, 2.035, 4.123], [0.683, 0.876, 5.194], [-1.025, 0.647, 4.787], [2.665, 0.668, 3.528], [1.994, 1.772, 2.334], [2.417, -0.957, 1.196], [3.917, -0.263, 1.829], [4.318, -0.957, -1.112], [3.450, -0.058, -2.358], [2.541, -1.154, -1.263], [0.112, -0.425, -2.960], [0.728, 0.858, -3.035], [0.478, 1.855, -2.192], [0.980, 3.072, -2.512], [-0.331, 1.563, -1.160], [-0.427, 2.469, -0.142], [-1.172, 2.073, 0.757], [0.176, 3.523, -0.078], [0.020, -0.660, -1.944], [0.844, -1.066, -3.262], [1.057, 1.105, -3.954], [1.770, 3.072, -3.137], [1.032, 3.722, -1.741], [-1.243, -4.655, 0.307], [-1.223, -2.868, 0.033], [-1.940, -2.226, 1.181], [-2.877, -1.296, 1.007], [-3.274, -0.855, -0.338], [-4.030, 0.231, -0.523], [-2.749, -1.632, -1.466], [-1.832, -2.577, -1.297], [-1.623, -2.541, 2.166], [-3.358, -0.822, 1.854], [-4.392, 0.815, 0.312], [-4.294, 0.559, -1.519], [-3.108, -1.378, -2.455], [-1.422, -3.128, -2.134], [0.264, -1.140, -0.198], [0.149, -2.556, 0.047]],
  "mulliken_charge": [0.67, -1.06, 0.34, -0.88, -0.43, 0.00, -0.69, 0.31, 0.30, 0.32, 0.42, 0.41, 0.04, 0.42, 0.41, 0.29, -0.04, -0.65, 0.05, 0.34, -0.48, -0.51, 1.30, -0.77, -0.78, 0.25, 0.33, 0.22, 0.23, 0.27, -0.24, 1.29, -0.95, -0.59, 0.89, -1.14, -0.13, -1.20, 0.50, 0.34, 0.29, 0.30, 0.34, 0.40, -0.22, -0.54],
  "spin_multiplicity": 1,
  "charge": 0,
  "e_tot_ha": -6314.977103,
  "e_above_lowest_kcal_mol": 0.0
}

2.
{
  "formula": "C12H43N3O9",
  "method": "ωB97M-V/def2-TZVPD",
  "symbols": ["C", "O", "C", "C", "C", "N", "H", "H", "H", "H", "H", "H", "H", "H", "H", "H", "H", "N", "C", "N", "O", "H", "H", "H", "H", "C", "O", "H", "H", "H", "H", "C", "O", "H", "H", "H", "H", "C", "O", "H", "H", "H", "H", "C", "O", "H", "H", "H", "H", "C", "O", "H", "H", "H", "H", "C", "O", "H", "H", "H", "H", "C", "O", "H", "H", "H", "H"],
  "positions_angstrom": [[1.564, -2.381, 2.015], [0.656, -2.981, 1.136], [1.109, -4.094, 0.411], [0.216, -5.314, 0.636], [0.935, -6.624, 0.264], [-1.077, -5.260, -0.090], [1.144, -1.467, 2.434], [2.423, -2.016, 1.437], [1.925, -2.995, 2.846], [1.065, -3.898, -0.667], [2.124, -4.325, 0.743], [-0.014, -5.358, 1.707], [0.316, -7.403, -0.183], [1.372, -7.087, 1.150], [1.718, -6.439, -0.476], [-1.630, -6.066, 0.189], [-1.616, -4.518, 0.368], [0.907, 5.094, -3.036], [0.358, 4.373, -2.038], [-0.796, 4.866, -1.517], [0.783, 3.291, -1.618], [0.514, 5.948, -3.391], [1.687, 4.841, -3.614], [-1.121, 4.358, -0.706], [-1.234, 5.719, -1.803], [-1.803, -2.297, -1.979], [-1.016, -3.427, -2.340], [-1.317, -1.682, -1.211], [-1.899, -1.582, -2.796], [-2.758, -2.694, -1.632], [-0.733, -3.837, -1.499], [0.113, 0.668, 0.168], [1.330, 1.384, 0.211], [-0.127, 0.212, 1.129], [-0.692, 1.325, -0.154], [0.300, -0.162, -0.526], [1.367, 2.087, -0.464], [4.039, 1.458, 2.266], [2.868, 1.865, 2.934], [3.846, 0.586, 1.632], [4.474, 2.241, 1.631], [4.785, 1.260, 3.038], [2.255, 2.161, 2.245], [2.685, 0.710, -3.336], [3.065, 1.351, -4.526], [1.847, 0.047, -3.554], [3.526, 0.228, -2.832], [2.378, 1.398, -2.538], [2.734, 2.233, -4.673], [-1.546, 3.759, 2.368], [-1.800, 3.390, 0.990], [-0.511, 3.450, 2.528], [-1.548, 4.848, 2.442], [-2.234, 3.228, 3.020], [-2.708, 3.074, 0.969], [-1.978, -0.034, 3.501], [-3.299, 0.192, 3.974], [-1.336, 0.770, 3.868], [-1.600, -0.989, 3.864], [-1.954, -0.098, 2.410], [-3.480, 1.131, 4.013], [-3.172, 2.161, -1.831], [-4.434, 1.619, -2.194], [-3.369, 3.068, -1.252], [-2.590, 1.496, -1.196], [-2.629, 2.475, -2.725], [-4.411, 0.662, -2.137]],
  "mulliken_charge": [-0.87, -0.06, -1.38, 0.92, -1.50, -0.81, 0.15, 0.41, 0.37, 0.51, 0.54, 0.28, 0.43, 0.33, 0.31, 0.28, 0.23, -0.39, 0.55, -0.29, -0.68, 0.15, 0.21, 0.15, 0.17, -0.33, -0.54, -0.03, 0.28, 0.35, 0.17, 0.24, -0.41, -0.23, -0.04, 0.17, 0.42, -0.46, -0.52, 0.16, 0.25, 0.27, 0.28, -0.12, -0.55, 0.22, 0.27, -0.11, 0.29, -0.47, -0.40, 0.11, 0.25, 0.17, 0.26, -0.42, -0.56, 0.24, 0.29, 0.16, 0.31, -0.03, -0.58, 0.13, -0.07, 0.25, 0.32],
  "smiles": "COC[C@H](C)N.NC(N)=O.CO.CO.CO.CO.CO.CO.CO",
  "spin_multiplicity": 1,
  "charge": 0,
  "e_tot_ha": -1324.292681
}